Entry 1:
{
  "formula": "C29H23N4OPtS",
  "method": "ωB97M-V/def2-TZVPD",
  "charge": 1,
  "gap_ev": [5.88, 5.72],
  "energy_ev": -52528.76111,
  "spin_multiplicity": 1,
  "lumo_energy_ev": [-4.475, -4.562],
  "e_homo_ev": [-10.36, -10.28],
  "species": ["Pt", "C", "C", "C", "C", "C", "C", "N", "C", "C", "C", "C", "C", "C", "N", "N", "C", "C", "C", "C", "C", "N", "H", "H", "H", "H", "H", "H", "H", "H", "H", "H", "H", "H", "H", "O", "S", "C", "C", "C", "C", "C", "C", "C", "C", "C", "C", "C", "C", "H", "H", "H", "H", "H", "H", "H", "H", "H", "H"],
  "xyz": [[-0.0881, -0.0099, 0.0210], [-5.5444, 1.1247, -0.2438], [-4.6427, 1.0734, -1.2975], [-3.2825, 1.1938, -1.0539], [-2.8254, 1.3703, 0.2450], [-3.7219, 1.4138, 1.3068], [-5.0804, 1.2939, 1.0559], [-1.4206, 1.4533, 0.4536], [-0.8300, 2.4759, 1.0598], [-1.4622, 3.6824, 1.5104], [-0.7138, 4.6519, 2.0908], [0.7035, 4.5343, 2.2853], [1.3540, 3.4363, 1.8448], [0.5968, 2.4056, 1.2164], [1.1491, 1.2883, 0.7046], [2.3976, 1.0156, 0.7771], [2.7117, -0.1833, 0.1491], [4.0426, -0.5607, 0.0436], [4.3535, -1.7209, -0.6378], [3.3355, -2.4706, -1.2155], [2.0320, -2.0462, -1.0575], [1.7181, -0.9485, -0.3631], [-6.6055, 1.0384, -0.4328], [-4.9969, 0.9460, -2.3118], [-2.5686, 1.1671, -1.8694], [-3.3514, 1.5109, 2.3192], [-5.7799, 1.3305, 1.8803], [-2.5224, 3.8173, 1.3660], [-1.2052, 5.5611, 2.4128], [1.2455, 5.3327, 2.7705], [2.4213, 3.3157, 1.9545], [4.7956, 0.0757, 0.4829], [5.3851, -2.0284, -0.7396], [3.5410, -3.3647, -1.7842], [1.2050, -2.5770, -1.5052], [-1.1419, -0.5615, 2.9318], [-0.4899, -1.8137, 2.4514], [-1.1742, -3.1473, 3.4285], [-2.2877, -2.8958, 4.2118], [-2.8173, -3.9327, 4.9671], [-2.2331, -5.1909, 4.9338], [-1.1052, -5.4215, 4.1566], [-0.5630, -4.3923, 3.4033], [-1.2992, -2.2309, 0.9018], [-0.7073, -3.1611, 0.0448], [-1.3838, -3.5639, -1.0952], [-2.6409, -3.0371, -1.3750], [-3.2245, -2.1127, -0.5205], [-2.5565, -1.7016, 0.6248], [-2.7114, -1.9009, 4.2341], [-3.6860, -3.7559, 5.5865], [-2.6488, -5.9935, 5.5272], [-0.6422, -6.3988, 4.1472], [0.3292, -4.5583, 2.8113], [0.2457, -3.6017, 0.3089], [-0.9425, -4.2976, -1.7567], [-3.1700, -3.3565, -2.2626], [-4.2058, -1.7124, -0.7382], [-2.9969, -0.9977, 1.3183]],
  "mulliken_charge": [0.87, -0.51, -0.91, 0.07, -0.49, 0.05, -0.81, 0.27, 0.96, -0.68, -0.63, -0.69, -0.70, 0.52, 0.55, -1.23, 0.35, -0.51, -0.27, -0.90, -0.17, -0.12, 0.44, 0.43, 0.49, 0.55, 0.43, 0.48, 0.41, 0.40, 0.48, 0.51, 0.42, 0.42, 0.69, -0.60, 0.51, 0.53, -0.33, -0.65, -0.44, -0.68, -0.26, -0.35, -0.89, -0.55, -0.76, -0.35, -0.20, 0.46, 0.39, 0.40, 0.39, 0.37, 0.73, 0.52, 0.45, 0.55, 0.57]
}



Entry 2:
{
  "formula": "C29H23NO6",
  "method": "ωB97M-V/def2-TZVPD",
  "gap_ev": 8.95,
  "energy_ev": -44222.84385,
  "spin_multiplicity": 1,
  "smiles": "CC(=O)Oc1ccc(-c2cccc(C(=O)OCC(=O)Nc3ccccc3Oc3ccccc3)c2)cc1",
  "lumo_energy_ev": 0.400,
  "e_homo_ev": -8.55,
  "species": ["C", "C", "O", "O", "C", "C", "C", "C", "C", "C", "H", "H", "C", "C", "C", "C", "C", "C", "H", "H", "H", "C", "O", "O", "C", "H", "H", "C", "O", "N", "C", "C", "C", "C", "C", "C", "O", "C", "C", "C", "C", "C", "C", "H", "H", "H", "H", "H", "H", "H", "H", "H", "H", "H", "H", "H", "H", "H", "H"],
  "xyz": [[6.5677, 0.0573, -0.2215], [5.1079, 0.3081, 0.0413], [4.4862, -0.1127, 0.9782], [4.5822, 1.0698, -0.9329], [3.2532, 1.4781, -0.8362], [2.3915, 1.1461, -1.8711], [1.0768, 1.5608, -1.8189], [0.6086, 2.3145, -0.7450], [1.4924, 2.6533, 0.2745], [2.8085, 2.2335, 0.2375], [3.4860, 2.4788, 1.0409], [1.1424, 3.2268, 1.1201], [-0.8160, 2.6742, -0.6635], [-1.7607, 1.6940, -0.9412], [-3.1205, 1.9545, -0.8290], [-3.5529, 3.2285, -0.4785], [-2.6162, 4.2100, -0.2024], [-1.2600, 3.9365, -0.2776], [-0.5401, 4.7112, -0.0578], [-2.9461, 5.1987, 0.0796], [-4.6102, 3.4325, -0.4105], [-4.0652, 0.8407, -1.1047], [-5.0829, 0.8929, -1.7385], [-3.5732, -0.2836, -0.5428], [-4.0508, -1.5586, -0.9445], [-4.6349, -2.0043, -0.1319], [-4.6910, -1.4692, -1.8277], [-2.8492, -2.4723, -1.2569], [-2.9611, -3.4707, -1.9274], [-1.7172, -2.0078, -0.6796], [-0.3943, -2.4420, -0.7869], [-0.0085, -3.5408, -1.5435], [1.3290, -3.8867, -1.6286], [2.2920, -3.1474, -0.9636], [1.9203, -2.0564, -0.1956], [0.5859, -1.7016, -0.1033], [0.2410, -0.5634, 0.6058], [-0.5173, -0.6955, 1.7419], [-1.0614, 0.4737, 2.2675], [-1.8402, 0.4174, 3.4059], [-2.0842, -0.7955, 4.0300], [-1.5326, -1.9538, 3.5121], [-0.7496, -1.9126, 2.3721], [-0.3142, -2.8182, 1.9754], [-1.7091, -2.9024, 3.9967], [-2.6969, -0.8360, 4.9174], [-2.2620, 1.3275, 3.8058], [-0.8630, 1.4089, 1.7693], [2.6488, -1.4702, 0.3435], [3.3336, -3.4214, -1.0321], [1.6165, -4.7415, -2.2215], [-0.7638, -4.1080, -2.0621], [-1.8361, -1.1658, -0.1263], [-1.4217, 0.7153, -1.2414], [0.4069, 1.3044, -2.6260], [2.7576, 0.5589, -2.6988], [6.9091, -0.7784, 0.3813], [6.7284, -0.1383, -1.2777], [7.1306, 0.9483, 0.0507]],
  "mulliken_charge": [-1.27, 0.78, -0.52, -0.45, 0.55, -0.78, -0.37, 0.45, -0.50, -0.51, 0.41, 0.40, 0.22, 0.11, 0.36, -0.91, -0.76, -0.32, 0.54, 0.41, 0.51, -0.03, -0.60, -0.29, -0.76, 0.25, 0.48, 0.67, -0.66, 0.32, 0.24, -0.67, -0.81, -0.59, -0.60, 0.46, 0.02, 0.57, -0.29, -0.67, -0.60, -0.68, -0.35, 0.41, 0.40, 0.41, 0.44, 0.27, 0.52, 0.47, 0.40, 0.61, -0.02, 0.36, 0.54, 0.45, 0.36, 0.34, 0.32]
}



Entry 3:
{
  "formula": "C29H24BF4N3OPbSi",
  "method": "ωB97M-V/def2-TZVPD",
  "de_lowest_ev": 0.000,
  "charge": 2,
  "gap_ev": 7.03,
  "energy_ev": -61646.38369,
  "spin_multiplicity": 1,
  "lumo_energy_ev": -7.102,
  "e_homo_ev": -14.14,
  "species": ["Pb", "C", "C", "C", "C", "C", "C", "N", "N", "C", "C", "C", "C", "C", "N", "H", "H", "H", "H", "H", "H", "H", "H", "H", "F", "B", "F", "F", "F", "O", "Si", "C", "C", "C", "C", "C", "C", "C", "C", "C", "C", "C", "C", "C", "C", "C", "C", "C", "C", "H", "H", "H", "H", "H", "H", "H", "H", "H", "H", "H", "H", "H", "H", "H"],
  "xyz": [[-2.0436, -0.7191, -1.1306], [-5.8460, 3.2971, 0.7922], [-5.4034, 3.9776, -0.3402], [-4.3837, 3.4593, -1.1130], [-3.8104, 2.2460, -0.7371], [-4.2457, 1.5643, 0.3951], [-5.2682, 2.0916, 1.1640], [-2.7550, 1.6397, -1.4710], [-2.3078, 2.2613, -2.4437], [-1.2347, 1.6439, -3.1442], [-0.6429, 2.3899, -4.1403], [0.4391, 1.8465, -4.8221], [0.8829, 0.5810, -4.4816], [0.2212, -0.1094, -3.4792], [-0.8223, 0.4081, -2.8256], [-6.6489, 3.7114, 1.3867], [-5.8607, 4.9169, -0.6183], [-4.0338, 3.9739, -1.9960], [-3.7849, 0.6262, 0.6881], [-5.6127, 1.5696, 2.0455], [-1.0299, 3.3753, -4.3569], [0.9265, 2.4091, -5.6067], [1.7224, 0.1210, -4.9824], [0.5334, -1.1072, -3.1929], [-0.4475, 2.7179, -0.0256], [0.7978, 3.1163, -0.2689], [1.2786, 2.9478, -1.4882], [1.7025, 1.0389, 0.4271], [1.4679, 3.7675, 0.6479], [-0.3422, -0.6125, 0.1626], [1.2067, -0.4853, 0.4001], [1.1837, -0.9924, 2.5928], [0.7174, 0.2935, 2.9824], [1.5902, 1.3172, 3.2691], [2.9666, 1.1207, 3.1466], [3.4592, -0.0971, 2.7123], [2.5866, -1.1490, 2.4582], [2.3915, -1.3788, -0.6610], [2.3463, -2.7570, -0.9010], [3.2882, -3.3565, -1.7207], [4.2781, -2.5864, -2.3196], [4.3188, -1.2152, -2.1120], [3.3845, -0.6088, -1.2835], [0.2706, -2.1874, 2.6485], [0.6628, -3.4121, 2.1122], [-0.1553, -4.5269, 2.2052], [-1.3825, -4.4368, 2.8459], [-1.7773, -3.2266, 3.3965], [-0.9578, -2.1112, 3.3017], [-0.3459, 0.4670, 3.0649], [1.2064, 2.2782, 3.5830], [3.6488, 1.9258, 3.3848], [4.5236, -0.2524, 2.6031], [2.9937, -2.1181, 2.2035], [1.5620, -3.3671, -0.4701], [3.2504, -4.4234, -1.8948], [5.0196, -3.0590, -2.9500], [5.0845, -0.6161, -2.5864], [3.4410, 0.4588, -1.1168], [1.6245, -3.5192, 1.6268], [0.1762, -5.4710, 1.7942], [-2.0152, -5.3091, 2.9354], [-2.7183, -3.1521, 3.9249], [-1.2776, -1.1958, 3.7788]],
  "mulliken_charge": [1.13, -0.45, -0.70, -0.16, 0.93, -0.27, -0.91, 0.46, -0.46, 0.08, -0.24, -0.45, -0.68, -0.31, -0.13, 0.41, 0.40, 0.47, 0.00, 0.40, 0.54, 0.45, 0.47, 0.45, -0.06, 0.39, -0.14, -0.12, -0.19, 0.16, -0.03, 1.01, -0.37, -0.90, -0.45, -0.89, -0.04, 0.48, -0.20, -0.85, -0.55, -0.75, -0.25, 0.66, -0.42, -1.13, -0.53, -0.93, -0.43, 0.29, 0.47, 0.46, 0.48, 0.47, 0.58, 0.46, 0.43, 0.49, 0.46, 0.73, 0.44, 0.44, 0.45, 0.43]
}